(1)
Below is 8 unconnected molecules or ions with the total composition C26H54NO29S7, with properties calculated with the ωB97M-V functional and the def2-TZVPD basis.

Positions of all 117 atoms, in Å:
S: -5.4492 0.2432 -6.8087
S: 8.8075 -4.1790 -2.3039
S: 0.3774 2.9712 -0.0380
S: -4.7308 1.1027 1.7593
S: 0.1726 2.8279 12.4803
S: -5.2167 5.8705 -1.4843
S: -0.1382 3.0373 5.6453
O: 8.1696 -4.6069 -3.4941
O: -5.7536 6.1284 0.0059
O: 0.0784 4.5486 0.0938
O: 8.2685 -3.1693 -1.4720
O: -1.0037 1.9672 5.3017
O: -0.5242 2.6287 13.6988
O: -4.3125 2.5066 2.4187
O: -6.2277 1.3028 -6.2678
O: -3.8986 0.6210 -6.7083
O: -5.9315 0.6566 2.3738
O: 0.0123 1.5276 11.5561
O: 0.3690 2.8953 -1.6297
O: 10.3307 -3.8058 -2.6638
O: -0.0541 3.5300 6.9744
O: 1.5354 3.2208 12.4604
O: 1.6890 2.7124 0.4333
O: 1.3349 2.7050 5.1329
O: -4.6141 1.2312 0.3536
O: -3.5108 0.2348 2.3077
O: 9.1337 -5.4619 -1.3942
O: -5.6992 -0.2447 -8.1226
O: -5.7066 4.3592 -1.6247
O: -0.7540 2.2858 0.4716
O: -0.6812 3.8315 11.5693
O: -5.4459 -0.9661 -5.7757
O: 0.7822 -0.8955 -0.5754
O: -0.4412 4.2466 4.6423
O: -3.7956 5.9095 -1.4490
O: -5.9518 6.6762 -2.3899
N: -2.3963 -2.6643 -3.2183
C: -1.5103 -1.5244 -1.1180
C: 1.6180 3.4292 3.9206
C: -3.3139 2.2857 3.4259
C: 11.2335 -4.5855 -1.8744
C: 10.4862 -5.8751 -1.6067
C: -2.4584 -3.9563 -2.5861
C: -4.0767 -1.3857 -5.5202
C: 0.7863 4.6895 4.0367
C: -6.0416 3.8385 -0.3245
C: -2.5260 1.1054 2.9036
C: -0.9542 1.7685 10.5230
C: -2.5408 -1.5957 -2.2625
C: -0.2299 4.0835 -2.1700
C: 5.2842 -4.9446 -1.5165
C: 4.8694 -3.4581 -1.4654
C: -0.8686 3.2566 10.2655
C: -3.2813 -0.1112 -5.6228
C: 0.1632 5.1743 -1.1960
C: 2.6420 -3.2160 -2.6894
C: -0.4058 -4.6343 -3.9706
C: 4.1829 -3.0839 -2.7929
C: 0.5461 -3.4419 -4.1517
C: -1.1068 -4.7195 -2.6186
C: 2.0464 -3.7822 -3.9811
C: -6.5846 5.0347 0.4251
C: -0.3491 -0.5788 -1.4002
H: -1.9387 1.4818 10.8980
H: 2.2370 -2.2274 -2.4866
H: -0.7138 1.1795 9.6426
H: 2.3832 -3.8628 -1.8522
H: -2.4286 -0.6562 -2.8251
H: 5.7630 -2.8624 -1.3127
H: 1.2527 5.4201 4.7006
H: 2.5823 -3.3117 -4.8020
H: -1.3555 -5.7793 -2.4642
H: -0.6305 0.4129 -1.0675
H: -0.0689 -0.5584 -2.4554
H: 11.4423 -4.0447 -0.9489
H: -0.5048 6.0302 -1.2368
H: -6.5203 4.9123 1.5029
H: -1.1579 -4.6396 -4.7542
H: -3.9754 -1.8573 -4.5384
H: -1.1065 -2.4944 -0.8354
H: 0.1442 4.2618 -3.1736
H: -3.7899 -2.0992 -6.2945
H: 1.1928 5.5016 -1.3548
H: 4.4864 -3.7977 -3.5546
H: -2.0141 -1.1403 -0.2265
H: -1.8388 1.4413 2.1316
H: -5.1349 3.4605 0.1361
H: -3.8092 2.0573 4.3723
H: -0.4680 -4.4367 -1.7798
H: 10.5139 -6.5407 -2.4724
H: 0.4103 -3.0810 -5.1711
H: -2.7861 -3.8447 -1.5384
H: -3.1776 -4.6368 -3.0768
H: 4.3663 -5.5162 -1.6280
H: -1.9888 0.5862 3.6865
H: 0.1971 -5.5383 -4.0823
H: -1.3122 3.9436 -2.2014
H: 12.1591 -4.7445 -2.4210
H: -6.7660 3.0353 -0.4173
H: 0.5813 5.1466 3.0729
H: -7.6160 5.2550 0.1417
H: 2.1939 -4.8595 -4.0032
H: 0.9673 -1.8432 -0.6810
H: -2.2351 -0.2949 -5.8457
H: 0.2311 -2.6265 -3.5158
H: 4.4589 -2.0906 -3.1339
H: -1.7684 3.6564 9.8080
H: 5.9031 -5.0626 -2.3976
H: 4.1666 -3.3480 -0.6452
H: -2.7009 3.1737 3.5410
H: -3.5704 -1.5544 -1.8451
H: -0.0053 3.5052 9.6475
H: 1.3110 2.8163 3.0716
H: 5.8311 -5.2027 -0.6143
H: 10.8550 -6.4007 -0.7305
H: 2.6820 3.6340 3.8525
H: -3.3634 0.4842 -4.7126

Output
- net charge = -1
- energy relative to the best compared isomer or geometry (same formula, charge and spin) (kJ/mol) = 0.0

(2)
Below is 2 unconnected molecules or ions with the total composition C26H55BClI2N3O6, with properties calculated with the ωB97M-V functional and the def2-TZVPD basis.

Positions of all 94 atoms, in Å:
I: -5.0378 -0.1843 1.1780
I: -4.4572 -2.3580 -2.9318
Cl: -3.6124 -3.3833 4.4103
O: 4.6768 1.1095 -0.8468
O: 0.2035 -0.2546 2.7264
O: -1.6631 0.5890 5.1425
O: -1.1680 0.7552 -0.4778
O: -1.7012 2.4677 3.7180
O: -2.0740 -0.5165 1.2607
N: 1.3806 3.0198 5.3905
N: 6.6641 2.1964 -0.9187
N: 6.2322 0.6316 0.7316
C: -1.0094 -0.6700 -6.0392
C: -2.3694 -2.3647 3.6348
C: -2.5738 -2.9078 1.1935
C: 2.2752 2.3573 -2.5874
C: 1.5702 -2.5107 -1.3575
C: 5.7830 1.2995 -0.3764
C: -3.7651 -0.7558 -1.6209
C: 0.3223 -1.3751 -6.1467
C: -3.8473 -1.3353 -0.2094
C: 0.3103 0.9283 3.5459
C: 1.2762 2.8579 -1.5683
C: -0.1785 2.5239 -1.8753
C: 0.8038 -1.7044 -3.6955
C: -0.9581 2.1580 -0.6335
C: 0.3353 0.0018 1.3411
C: -2.4431 -1.5908 0.4148
C: 1.2682 0.6055 4.6861
C: 2.1064 1.7832 5.1076
C: 1.6258 -1.1547 -0.6657
C: 1.7923 -2.5144 -2.8656
C: -1.7639 -3.0484 2.4550
C: -1.0791 0.3885 0.8746
C: -3.0793 2.3869 3.3610
C: 0.4979 -2.3749 -5.0349
C: 1.0302 -1.2171 0.7600
C: -4.6250 0.4145 -1.9533
B: -1.0961 1.3200 4.1678
H: -4.3166 1.2967 -1.4211
H: 2.6025 1.5108 6.0200
H: 2.6714 -0.9583 -0.5219
H: 0.7731 0.1315 5.5113
H: 1.0880 -0.6191 -6.0985
H: 2.8848 1.9968 4.3951
H: 1.2552 -3.0968 -5.2909
H: 1.2656 -0.7627 -3.9110
H: 0.9768 0.8537 1.1500
H: -0.2677 1.7658 -2.6181
H: 1.2460 -0.3577 -1.2691
H: -1.9278 2.6363 -0.6772
H: 2.8059 -2.2309 -3.0970
H: 7.5789 2.3691 -0.5489
H: 7.1381 0.7719 1.1358
H: 2.2716 1.2892 -2.5921
H: -1.6130 -2.1558 4.3537
H: -1.2938 1.2869 1.4351
H: -5.6538 0.1853 -1.7941
H: -3.5985 -3.0472 1.4868
H: 1.3836 3.9241 -1.4944
H: -1.1509 0.0105 -6.8565
H: -2.8312 -1.4330 3.3880
H: -4.5281 0.6215 -3.0021
H: 0.3251 -1.8650 -7.1029
H: -0.0770 -1.5641 -3.1051
H: 0.7315 2.8769 6.1540
H: -0.4380 2.5879 0.2077
H: 1.9343 -0.1379 4.2806
H: 2.3514 -3.1200 -0.9275
H: 1.5833 2.4824 -0.6105
H: 3.2520 2.6234 -2.2463
H: -2.7563 -0.5814 -1.9189
H: 5.6087 -0.0323 1.1500
H: -1.7488 -4.0944 2.6991
H: 0.6499 -3.0296 -1.1498
H: 0.7074 1.7706 3.0011
H: -1.7325 -1.7565 -0.3728
H: -3.6639 1.7922 4.0420
H: -0.6445 3.4196 -2.2374
H: 6.3634 2.6997 -1.7317
H: -1.7715 -1.4139 -6.1389
H: -0.4218 -2.9188 -4.9242
H: -3.1998 2.0111 2.3660
H: 1.6710 -3.5304 -3.1962
H: -4.3635 -2.2562 -0.2658
H: 0.4382 -2.1066 0.8428
H: -2.3481 -3.7180 0.5279
H: -3.4839 3.3815 3.3743
H: -1.0987 -0.1652 -5.0998
H: 2.0905 2.7509 -3.5693
H: 0.8118 3.3070 4.6045
H: -0.7394 -2.7539 2.3635
H: -2.3143 1.1476 5.5960
H: 1.8707 -1.3689 1.4093

Output
- net charge = 0
- SMILES = CCCCCCCC[C@H](O[C@H](CCN)B(O)OC)[C@@H](OCCCC)O[C@@H](CCCCl)[C@@H](I)[C@H](C)I.NC(N)=O

no.,F_max (eV/A),HOMO level (eV),calculated total energy (eV)
1,1.36,-2.252,-164545.220
2,1.60,-8.947,-74011.513